Computed, not measured: a molecular structure, C58H82MnN4O7, with ωB97M-V with the def2-TZVPD basis set.

As for the lowest unoccupied orbital energy (alpha / beta): 3.759 / 3.758 eV. Its spin multiplicity is 6. As for the relative energy (zero: lowest compared OMol25 entry of this formula, charge and spin): 279.2 kJ/mol. Its largest force on an atom is 0.6 eV/A. As for the expectation value of S²: 8.75. Its gap between HOMO and LUMO (alpha / beta) is 5.639 / 5.640 eV. Its net charge is -2.

Last column: Mulliken spin population.
CARTESIAN COORDINATES (ANGSTROEM)
Mn: 0.3348 -0.9833 0.4497  4.617
C: 0.2929 1.4636 -7.4234  0.001
C: 0.5087 -0.0050 -7.0341  0.001
C: -0.7277 -0.8167 -7.4472  0.000
C: 1.7074 -0.5261 -7.8298  0.000
C: 0.7157 -0.1297 -5.5272  0.004
C: -0.2300 0.3760 -4.6476  -0.005
C: -0.1356 0.2535 -3.2677  0.020
C: -1.3585 0.7156 -2.5033  -0.012
N: -1.2160 1.2657 -1.1601  0.024
C: -0.2049 2.2955 -1.0692  0.037
C: 0.2933 2.5501 0.3471  0.017
N: 1.0300 1.4372 0.9521  0.033
C: 0.8963 1.4211 2.4044  0.043
C: -0.5022 1.0232 2.8823  0.009
N: -1.0857 -0.1099 2.1724  0.087
C: -2.7677 1.3993 0.8429  -0.011
C: -2.5366 1.6564 -0.6586  0.030
C: -1.9391 -0.9638 3.0153  0.045
C: -2.6622 -2.6415 1.0899  0.047
C: -3.7755 -3.5768 1.3712  0.007
C: -4.2994 -4.4304 0.4857  0.000
C: -3.7136 -4.4802 -0.8344  0.004
C: -2.6827 -3.7105 -1.2489  -0.006
C: -2.1927 -2.6589 -0.3249  -0.015
O: -1.2993 -1.9063 -0.7304  -0.023
C: -1.9931 -3.8937 -2.5997  0.001
C: -2.5965 -5.0691 -3.3761  0.000
C: -0.5024 -4.1951 -2.3829  0.010
C: -2.1315 -2.6427 -3.4763  0.003
C: -5.4131 -5.4170 0.8042  0.000
C: -4.8846 -6.8513 0.6674  0.000
C: -5.9315 -5.2298 2.2294  0.000
C: -6.5819 -5.1969 -0.1651  0.000
C: 2.4337 1.5386 0.5125  0.023
C: 3.4930 0.6813 1.1694  0.026
C: 4.7463 1.2617 1.3356  -0.005
C: 5.8357 0.5540 1.8171  0.006
C: 5.6153 -0.7806 2.1681  0.001
C: 4.3916 -1.4133 2.0433  -0.002
C: 3.2908 -0.6794 1.4972  0.012
O: 2.1266 -1.2302 1.3574  0.131
C: 4.1847 -2.8650 2.4830  0.008
C: 3.0814 -2.9347 3.5507  0.005
C: 3.7867 -3.7419 1.2869  0.004
C: 5.4544 -3.4666 3.0918  -0.001
C: 7.2307 1.1566 1.9728  0.000
C: 7.6895 1.0599 3.4351  0.001
C: 7.2726 2.6297 1.5653  0.000
C: 8.2228 0.3907 1.0863  0.001
C: 0.9906 -0.3971 -2.6913  0.019
O: 1.1566 -0.4883 -1.4104  -0.121
C: 1.9838 -0.9081 -3.5857  -0.013
C: 1.8117 -0.7701 -4.9558  0.000
C: 3.2315 -1.5965 -3.0204  0.012
C: 2.8444 -2.8337 -2.2008  0.028
C: 4.1948 -2.0674 -4.1192  0.000
C: 4.0103 -0.6253 -2.1197  0.007
H: 0.1483 1.5560 -8.5043  0.000
H: 1.1553 2.0679 -7.1362  0.000
H: -0.5840 1.8835 -6.9317  0.000
H: -0.9032 -0.7378 -8.5250  0.000
H: -1.6192 -0.4626 -6.9286  0.000
H: -0.5948 -1.8699 -7.1931  0.000
H: 1.5291 -0.3856 -8.8992  0.000
H: 1.8709 -1.5911 -7.6558  0.000
H: 2.6250 0.0030 -7.5658  0.000
H: -1.1106 0.8772 -5.0401  0.000
H: -2.0477 -0.1281 -2.4019  -0.001
H: -1.8793 1.4461 -3.1521  0.002
H: -0.5749 3.2595 -1.4716  -0.001
H: 0.6392 1.9934 -1.6905  -0.013
H: -0.5361 2.8209 0.9928  -0.007
H: 0.9401 3.4441 0.3144  0.001
H: 1.1573 2.3985 2.8531  -0.002
H: 1.6086 0.6915 2.7823  -0.026
H: -1.1840 1.8820 2.9027  -0.001
H: -0.3987 0.7179 3.9283  0.003
H: -2.1526 2.1089 1.3864  -0.008
H: -4.2484 1.8982 2.3070  0.000
H: -2.7532 2.7119 -0.8915  -0.001
H: -3.2915 1.0699 -1.1912  0.000
H: -2.4536 -0.3679 3.7814  -0.002
H: -1.4244 -1.8011 3.4853  0.000
H: -4.1008 -3.6150 2.3946  0.001
H: -4.1026 -5.2324 -1.5068  0.000
H: -2.5108 -6.0099 -2.8273  0.000
H: -2.0555 -5.1812 -4.3183  0.000
H: -3.6487 -4.9026 -3.6172  0.000
H: -0.3653 -5.0680 -1.7406  0.001
H: 0.0120 -3.3492 -1.9330  0.003
H: -0.0301 -4.3999 -3.3484  0.000
H: -3.1813 -2.3704 -3.6110  0.000
H: -1.6964 -2.8333 -4.4620  0.000
H: -1.5973 -1.8010 -3.0452  -0.004
H: -4.0419 -7.0090 1.3423  0.000
H: -4.5452 -7.0636 -0.3474  0.000
H: -5.6707 -7.5716 0.9128  0.000
H: -5.1525 -5.4342 2.9657  0.000
H: -6.7590 -5.9202 2.4121  0.000
H: -6.2961 -4.2133 2.3860  0.000
H: -6.2783 -5.3285 -1.2042  0.000
H: -6.9806 -4.1868 -0.0593  0.000
H: -7.3851 -5.9106 0.0409  0.000
H: 2.7599 2.5862 0.6500  0.012
H: 2.4286 1.3454 -0.5623  -0.009
H: 4.8524 2.3058 1.0627  0.000
H: 6.4503 -1.3483 2.5592  -0.001
H: 2.1316 -2.5963 3.1457  -0.002
H: 3.3471 -2.3176 4.4143  0.000
H: 2.9624 -3.9663 3.8939  0.000
H: 2.8330 -3.4244 0.8749  -0.006
H: 3.6990 -4.7849 1.6060  0.000
H: 4.5450 -3.6870 0.5016  0.000
H: 5.7918 -2.9080 3.9682  0.000
H: 6.2744 -3.5017 2.3700  0.000
H: 5.2458 -4.4911 3.4080  0.000
H: 7.0082 1.6115 4.0855  0.000
H: 8.6955 1.4744 3.5545  0.000
H: 7.7076 0.0251 3.7778  0.000
H: 6.5940 3.2323 2.1715  0.000
H: 6.9973 2.7624 0.5178  0.000
H: 8.2845 3.0208 1.6999  0.000
H: 8.2602 -0.6644 1.3596  0.000
H: 9.2311 0.8050 1.1837  0.000
H: 7.9211 0.4495 0.0392  0.000
H: 2.5694 -1.1757 -5.6073  -0.001
H: 2.3445 -3.5729 -2.8314  0.000
H: 2.1876 -2.5668 -1.3752  0.006
H: 3.7435 -3.2956 -1.7818  -0.001
H: 3.7288 -2.7878 -4.7954  0.000
H: 5.0479 -2.5595 -3.6466  0.000
H: 4.5784 -1.2348 -4.7138  0.000
H: 3.4290 -0.3695 -1.2377  0.005
H: 4.2517 0.2937 -2.6617  0.000
H: 4.9462 -1.0854 -1.7886  0.000
O: -1.5815 -4.3382 2.5408  0.006
C: -1.3112 -3.3991 1.8094  0.021
O: -0.2267 -2.8646 1.5318  -0.008
C: -2.9154 -1.2163 1.8424  -0.047
C: -4.3657 -1.1251 2.2411  0.002
C: -5.3640 -0.4129 1.6938  0.000
C: -5.2405 0.7344 0.8430  -0.001
C: -4.2073 1.7428 1.2176  0.001
C: -2.2142 0.0006 1.1506  -0.025
N: -6.3412 1.1278 0.1530  0.000
O: -6.4110 2.2919 -0.3411  0.000
O: -7.3294 0.3482 0.0628  0.000
H: -4.6507 -1.8056 3.0353  0.000
H: -6.3791 -0.6611 2.0027  0.000
H: -4.4623 2.6943 0.7498  0.000
H: -1.8353 -0.3130 0.1900  -0.005